#w
Here is a cluster of 4 separate species, C4H8Cl8 in total from the Open Molecules 2025 dataset. Energies are from the ωB97M-V functional and the def2-TZVPD basis.

Values from the calculation:
LUMO energy   0.431 eV
Orbital gap   11.1370 eV
SMILES   ClCCl.ClCCl.ClCCl.ClCCl

Structure (ORCA input):
```
! wB97M-V def2-TZVPD RIJCOSX def2/J DEFGRID3
* xyz 0 1
Cl 2.0787 2.4688 -1.5490
C 1.7983 1.3688 -2.9698
Cl 0.0312 1.3379 -3.2953
H 2.2353 1.8203 -3.8605
H 2.1558 0.3427 -2.8846
Cl -3.4564 1.8267 2.3250
C -3.2983 0.1593 1.6909
Cl -2.0434 0.0900 0.4350
H -3.1188 -0.5613 2.4888
H -4.2618 -0.0711 1.2361
Cl 2.2337 0.4388 3.6253
C 0.8761 0.5967 2.4511
Cl 1.4557 0.4879 0.7822
H 0.2237 -0.2609 2.6155
H 0.4374 1.5860 2.5811
Cl 0.8142 -3.3175 0.1904
C 0.5207 -2.1999 -1.0975
Cl 0.3893 -2.9999 -2.6731
H -0.3940 -1.6444 -0.8903
H 1.3227 -1.4690 -1.2013
*
```

These are the Mulliken partial charges, in e, on atoms 1 to 8:
1 Cl -0.15
2 C -0.26
3 Cl -0.14
4 H 0.31
5 H 0.25
6 Cl -0.15
7 C -0.38
8 Cl -0.09

#x
Here is a structure of composition C4H8Cl8 from the Open Molecules 2025 dataset. Energies are from the ωB97M-V functional and the def2-TZVPD basis.

Values from the calculation:
LUMO energy   0.196 eV
Orbital gap   9.9218 eV

Structure (ORCA input):
```
! wB97M-V def2-TZVPD RIJCOSX def2/J DEFGRID3
* xyz 0 1
C 0.8079 3.0499 -1.9899
Cl -0.2107 3.6580 -3.3034
Cl 0.2849 1.4274 -1.5875
H 1.8230 3.0019 -2.3842
H 0.7388 3.7138 -1.1282
C 1.5389 -0.6170 -0.5694
Cl 0.7258 -1.3268 0.9126
Cl 3.3292 -0.9842 -0.6853
H 1.1018 -1.0459 -1.4711
H 1.5320 0.4716 -0.6242
C -1.5777 -2.4901 0.4130
Cl -1.5114 -3.3247 2.0174
Cl -1.7649 -3.5970 -0.8821
H -2.3378 -1.7090 0.4023
H -0.6623 -1.9027 0.3417
C -0.6669 0.2904 2.1889
Cl -2.2731 -0.3036 2.0132
Cl -0.2783 1.5017 1.0387
H -0.5829 0.7686 3.1648
H -0.0163 -0.5823 2.1328
*
```

These are the Mulliken partial charges, in e, on atoms 1 to 8:
1 C -0.28
2 Cl -0.16
3 Cl -0.16
4 H 0.29
5 H 0.29
6 C -0.14
7 Cl -0.28
8 Cl -0.21

Energy relative to the most stable one, in hartree: #w 0.0000; #x 0.1922